[1]
181
Properties=species:S:1:pos:R:3 method="wB97M-V/def2-TZVPD" total_charge=-1 total_energy_ha=-5212.60166 homo_energy_ev=-6.32 e_lumo_ev=1.76
C 6.292 32.749 -7.985
F 6.005 31.595 -7.472
F 7.458 33.177 -7.449
F 6.469 32.772 -9.299
S 5.036 34.036 -7.520
O 3.838 33.709 -8.240
O 4.939 33.917 -6.098
N 5.735 35.412 -8.163
S 5.815 36.409 -6.963
O 4.516 36.708 -6.414
O 6.776 36.055 -5.949
C 6.328 38.064 -7.629
F 5.348 38.596 -8.367
F 6.520 38.874 -6.591
F 7.428 38.035 -8.379
C 5.247 36.200 -11.660
O 5.345 36.493 -12.864
N 4.123 36.328 -10.880
N 6.340 35.688 -10.979
H 3.285 36.629 -11.359
H 4.174 36.009 -9.929
H 7.206 35.692 -11.477
H 6.140 35.504 -10.010
C 2.687 39.170 -3.603
O 3.565 39.893 -3.138
N 1.346 39.408 -3.321
N 2.863 38.191 -4.539
H 0.670 38.698 -3.529
H 1.132 40.147 -2.684
H 3.751 37.898 -4.901
H 2.054 37.655 -4.794
C 1.459 30.206 -8.090
O 1.377 30.055 -9.317
N 1.768 31.400 -7.523
N 1.406 29.144 -7.208
H 1.789 31.458 -6.519
H 2.012 32.192 -8.092
H 1.190 28.204 -7.468
H 1.198 29.457 -6.269
C 9.210 34.958 -3.790
O 10.146 34.506 -3.110
N 8.688 34.275 -4.858
N 8.629 36.175 -3.576
H 9.138 33.449 -5.220
H 8.140 34.797 -5.528
H 7.847 36.561 -4.073
H 8.962 36.684 -2.777
C 1.125 34.007 -11.051
O 0.701 35.071 -10.628
N 0.486 33.156 -11.929
N 2.380 33.529 -10.725
H -0.462 33.281 -12.222
H 1.032 32.418 -12.333
H 2.980 34.174 -10.251
H 2.624 32.560 -10.895
C 10.077 31.954 -9.012
C 9.544 30.634 -8.458
O 10.287 30.188 -7.340
H 10.116 32.644 -8.168
H 9.461 32.305 -9.843
H 11.068 31.834 -9.457
H 9.566 29.874 -9.240
H 8.499 30.821 -8.184
H 10.190 30.831 -6.622
C 3.243 30.563 -3.866
C 2.240 31.680 -4.007
O 1.009 31.256 -4.600
H 4.095 30.804 -3.224
H 3.758 30.255 -4.782
H 2.797 29.663 -3.432
H 2.585 32.491 -4.646
H 2.100 32.091 -3.003
H 0.346 31.034 -3.944
C 7.836 30.818 -4.745
C 9.179 31.063 -4.077
O 10.071 31.662 -5.048
H 7.155 31.661 -4.687
H 7.453 29.839 -4.451
H 8.027 30.623 -5.807
H 9.607 30.087 -3.827
H 9.143 31.738 -3.221
H 10.753 32.151 -4.571
C 5.187 35.434 -2.727
C 4.197 36.142 -1.825
O 4.815 36.182 -0.525
H 5.039 35.470 -3.809
H 5.078 34.357 -2.564
H 6.203 35.741 -2.496
H 3.258 35.564 -1.763
H 3.785 37.109 -2.132
H 4.266 36.790 -0.019
C 9.550 35.875 -8.901
C 9.832 36.286 -10.334
O 10.973 37.140 -10.438
H 8.706 35.181 -8.850
H 9.317 36.749 -8.305
H 10.414 35.340 -8.499
H 9.066 37.013 -10.634
H 9.740 35.500 -11.090
H 11.785 36.623 -10.441
C 4.697 28.789 -11.193
C 4.776 30.296 -10.906
O 3.448 30.802 -10.934
H 5.682 28.475 -11.570
H 3.996 28.567 -11.999
H 4.440 28.108 -10.381
H 5.484 30.699 -11.628
H 5.231 30.422 -9.920
H 3.049 30.665 -10.051
C 11.362 38.882 -5.270
O 10.910 39.083 -6.613
C 9.963 40.130 -6.770
C 9.764 40.206 -8.275
N 8.870 41.338 -8.553
C 8.795 41.564 -9.998
C 7.741 42.624 -10.270
O 7.660 42.978 -11.634
C 6.448 43.707 -11.824
H 12.055 39.700 -5.017
H 12.017 38.015 -5.317
H 10.472 38.875 -4.641
H 10.369 41.083 -6.408
H 9.055 39.898 -6.198
H 9.391 39.271 -8.695
H 10.731 40.403 -8.734
H 7.925 41.125 -8.247
H 8.389 40.665 -10.492
H 9.772 41.758 -10.435
H 7.942 43.509 -9.650
H 6.787 42.225 -9.902
H 6.591 44.644 -11.262
H 5.509 43.239 -11.524
H 6.407 44.000 -12.874
C -6.456 41.170 -6.327
O -5.272 41.383 -7.096
C -5.581 41.453 -8.463
C -4.299 41.691 -9.271
N -3.210 40.805 -8.908
C -1.959 41.193 -9.520
C -0.768 40.277 -9.397
O -1.042 39.136 -10.252
C -0.177 38.020 -10.078
H -6.120 40.937 -5.319
H -7.078 40.368 -6.730
H -7.009 42.115 -6.332
H -6.251 42.281 -8.724
H -5.999 40.498 -8.813
H -4.033 42.723 -8.941
H -4.468 41.755 -10.345
H -3.193 40.773 -7.895
H -1.690 42.209 -9.164
H -2.091 41.327 -10.599
H -0.552 39.872 -8.408
H 0.039 40.752 -9.966
H 0.009 37.637 -11.082
H -0.733 37.197 -9.607
H 0.685 38.229 -9.443
C 2.277 39.563 -12.024
O 2.166 38.441 -12.858
C 2.656 38.599 -14.197
C 2.299 37.350 -14.961
N 3.195 36.196 -14.787
C 2.338 34.980 -14.812
C 3.218 33.750 -14.810
O 2.619 32.679 -15.511
C 3.557 31.702 -15.888
H 3.171 40.171 -12.222
H 2.313 39.197 -11.002
H 1.435 40.257 -12.168
H 3.754 38.625 -14.178
H 2.146 39.509 -14.521
H 2.273 37.626 -16.022
H 1.258 37.089 -14.717
H 3.664 36.235 -13.867
H 1.630 35.035 -15.638
H 1.761 35.088 -13.886
H 3.373 33.524 -13.743
H 4.209 33.927 -15.243
H 4.206 31.491 -15.035
H 4.191 32.124 -16.688
H 3.096 30.852 -16.382



[2]
9
Properties=species:S:1:pos:R:3 method="wB97M-V/def2-TZVPD" total_charge=+1 total_energy_ha=-1276.39962 spin_multiplicity=4 homo_energy_ev="-12.53 / -14.16" e_lumo_ev="-5.31 / -6.75"
O -1.570 2.250 -0.707
Tm 1.265 1.451 1.703
H -1.681 2.495 -1.629
C 0.577 -1.553 0.271
H -0.309 -1.586 -0.390
H 1.292 -2.309 -0.105
H 0.243 -1.887 1.271
O 1.162 -0.289 0.303
H -0.978 1.429 -0.716



[3]
21
Properties=species:S:1:pos:R:3 method="wB97M-V/def2-TZVPD" total_charge=+1 total_energy_ha=-403.52912 homo_energy_ev=-12.47 e_lumo_ev=-2.81
C -1.357 0.301 -0.673
C -1.456 1.231 0.257
C 3.401 -1.144 -0.583
C -1.667 -0.537 -1.866
C -1.840 2.486 0.869
C 4.582 -1.606 -0.861
C -0.667 -0.666 1.662
N -0.383 0.213 0.542
O 2.259 -0.960 -0.272
H -2.666 -0.249 -2.136
H -1.608 -1.551 -1.466
H -0.982 -0.371 -2.673
H -2.575 3.080 0.284
H -1.138 3.412 0.988
H -2.305 2.216 1.880
H 4.941 -1.383 -1.810
H 0.551 0.526 0.418
H 5.192 -2.192 -0.275
H -1.667 -0.423 2.130
H -0.755 -1.637 1.199
H 0.139 -0.744 2.386